1.
Computed, not measured: an isolated molecule of C2H6 at a distorted geometry, with the ωB97M-V functional and the def2-TZVPD basis.

Summary:
LUMO level, eV: 1.36
Energy above the lowest of the compared OMol25 structures with the same formula, charge and spin, kcal/mol: 23.83
Net charge: 0
Kohn-Sham gap, Ha: 0.471

Last column: Löwdin charge in e.
Geometry (Å):
H 1.1576 0.0428 0.8991  -0.0379
H 1.2436 -0.9058 -0.4526  0.0624
C -0.7904 -0.0258 -0.0068  -0.1346
H 1.3002 0.9663 -0.4884  0.1234
H -1.1625 0.8382 -0.5713  0.0651
H -1.1953 0.1657 0.9736  0.0588
C 0.7744 -0.0262 0.0186  -0.1388
H -1.2475 -0.7952 -0.4311  0.0014

2.
Computed, not measured: a structure of composition C2H6B5F20Li4O at a distorted geometry, with the ωB97M-V functional and the def2-TZVPD basis.

Summary:
LUMO level, eV: 0.99
Net charge: -1
Kohn-Sham gap, Ha: 0.350

Last column: Löwdin charge in e.
Geometry (Å):
B 0.5921 -0.3464 -0.0530  -1.2610
H 1.5137 0.8190 4.9043  0.0717
B 0.0832 1.9887 -3.6249  -1.2525
H -0.6212 2.6595 4.7238  0.1170
Li 0.6219 -1.1301 -2.6826  0.7966
O -0.6918 2.2336 2.7296  -0.1478
F 4.4520 -1.9591 -3.3463  0.1413
F -0.1374 -1.3078 0.6536  0.0968
B 3.4717 -0.9919 -3.1782  -1.2227
F -0.0690 -2.7895 -1.6822  0.0836
F -2.4222 0.7308 0.6526  0.0918
F 0.2572 2.2486 -5.0069  0.0865
H 0.9186 0.3725 3.3545  0.0647
H -0.0636 0.2002 4.7557  0.0773
F -1.2882 1.8022 -3.3705  0.0936
H -1.5482 1.7762 2.8598  0.0621
C 0.6278 0.8930 4.2698  -0.0704
H 0.8116 3.0244 3.9296  0.1112
F 4.0060 0.1061 -2.4416  0.0369
F -2.9355 0.6687 2.8855  0.1008
F 2.9542 -0.5480 -4.3906  0.1511
F -3.2659 -1.1825 1.5638  0.0814
B -1.3509 -3.3317 -1.4502  -1.2538
Li 3.4314 0.0403 -0.8696  0.8407
F 0.7152 0.7688 -3.2675  0.0424
F 2.4274 -1.5531 -2.4162  0.0336
F 1.0019 0.7253 0.7155  0.1260
C 0.0376 2.2559 3.9517  -0.2804
F 0.5788 3.0192 -2.8730  0.1351
Li -0.5890 1.8160 0.7342  0.8014
Li -1.6142 -2.4261 0.8498  0.8100
F 1.6250 -1.0270 -0.7288  0.0597
F -1.8784 -3.8949 -2.6168  0.1293
F -4.6316 0.6506 1.4203  0.1511
B -3.3301 0.2262 1.6067  -1.2231
F -1.2022 -4.2917 -0.4188  0.0865
F -2.2186 -2.3259 -1.0605  0.1175
F -0.2693 0.0800 -1.0826  0.1142

3.
Computed, not measured: an isolated molecule of C2H6BN at a distorted geometry, with the ωB97M-V functional and the def2-TZVPD basis.

Summary:
Multiplicity: 3
LUMO level (spin up / spin down), eV: 0.78 / -2.53
Net charge: 0
Kohn-Sham gap (spin up / spin down), Ha: 0.193 / 0.278

Last column: Mulliken spin population.
Geometry (Å):
C -0.8088 -0.7632 -0.1154  0.4121
H -1.3533 1.1738 -0.7219  0.0441
H -0.8118 -1.0890 -1.1871  0.0176
H -1.5159 -1.1961 0.5217  0.0824
H 2.5617 0.7135 -0.2177  0.0167
B 0.4890 0.0677 0.1809  1.0296
H 2.3304 -0.8333 0.2883  0.0204
C -0.8827 0.7406 0.1020  0.1842
H -1.1981 1.0424 1.0298  0.0752
N 1.8781 -0.0188 -0.1006  0.1177

4.
Computed, not measured: a cluster of 2 separate species, C2H6Br2N in total at a distorted geometry, with the ωB97M-V functional and the def2-TZVPD basis.

Summary:
LUMO level, eV: -4.05
Energy above the lowest of the compared OMol25 structures with the same formula, charge and spin, kcal/mol: 5.27
Net charge: +1
Kohn-Sham gap, Ha: 0.348

Last column: Löwdin charge in e.
Geometry (Å):
H -1.0921 -0.2655 -2.1209  0.1733
Br 0.0390 1.8228 0.1614  0.6700
H -2.5248 0.6933 2.8923  0.1018
C -1.1172 0.8664 1.3540  -1.1658
N -1.1596 -1.3346 -1.9542  0.2770
H -1.5815 -1.5038 -0.9679  0.0837
C -1.9819 1.3942 2.1692  -0.1218
Br -0.8231 -1.0839 1.4511  0.6555
H -0.2083 -1.7062 -1.9617  0.1466
H -1.7178 -1.7837 -2.6250  0.1156
H -2.1934 2.4276 2.2509  0.0640

5.
Computed, not measured: a cluster of 2 separate species, C2H6Br2O in total at a distorted geometry, with the ωB97M-V functional and the def2-TZVPD basis.

Summary:
LUMO level, eV: 0.20
Energy above the lowest of the compared OMol25 structures with the same formula, charge and spin, kcal/mol: 3.38
Net charge: 0
Kohn-Sham gap, Ha: 0.386

Last column: Löwdin charge in e.
Geometry (Å):
C 0.0000 0.0000 0.0000  -0.2720
Br 1.4995 2.0706 1.4675  0.5365
C 0.9485 0.1474 1.1778  -1.0558
H -0.2794 -1.0616 -0.1076  0.0739
H -0.9206 0.5959 0.1180  0.0798
Br 2.5412 -1.0506 0.7619  0.5400
H 0.3752 -0.2085 2.0579  0.0491
H 2.3143 2.5631 -2.0151  0.0359
O 1.9857 2.1150 -2.8272  -0.0959
H 2.6448 2.3443 -3.5210  0.0486
H 0.5131 0.3238 -0.9211  0.0599

6.
Computed, not measured: an isolated molecule of C2H6BrN at a distorted geometry, with the ωB97M-V functional and the def2-TZVPD basis.

Summary:
LUMO level, eV: 0.56
Energy above the lowest of the compared OMol25 structures with the same formula, charge and spin, kcal/mol: 11.50
Net charge: 0
Kohn-Sham gap, Ha: 0.355

Last column: Löwdin charge in e.
Geometry (Å):
N -0.9468 0.9267 -1.0159  -0.5621
C -0.2182 0.8246 0.2169  -0.4118
H -1.5304 0.0141 -1.2066  0.0810
H -0.1097 -1.3082 0.1026  0.0672
H 1.4413 -0.5908 0.7080  0.0757
H -0.9288 0.8354 1.1755  0.1338
H 0.9569 -0.3406 -0.8978  0.0461
Br -2.3303 2.1866 -1.2477  0.5748
H 0.4679 1.6454 0.3521  0.0921
C 0.5790 -0.4833 0.0606  -0.0967

7.
Computed, not measured: a cluster of 2 separate species, C2H6Cl2NPS in total at a distorted geometry, with the ωB97M-V functional and the def2-TZVPD basis.

Summary:
LUMO level, eV: 0.61
Energy above the lowest of the compared OMol25 structures with the same formula, charge and spin, kcal/mol: 39.02
Net charge: 0
Kohn-Sham gap, Ha: 0.373

Last column: Löwdin charge in e.
Geometry (Å):
C 1.5530 1.0310 0.1067  -0.1256
S -3.7933 1.4371 -0.6000  0.2991
P -2.0731 0.2789 -0.2062  -0.2486
H 1.7860 -1.8709 1.1655  0.0883
N 1.1936 -0.1006 0.4830  -0.1428
H 2.3798 1.3300 -0.5985  0.0786
Cl -2.9147 -1.4585 -0.8333  0.0834
H -2.9795 2.0710 -1.3941  -0.2440
C 1.8319 -1.3463 0.1421  -0.1745
H 1.2273 -1.9809 -0.5533  0.0756
Cl -2.2654 0.1000 1.7801  0.1157
H 1.0856 1.9763 0.6416  0.0958
H 2.9687 -1.4670 -0.1337  0.0990

8.
Computed, not measured: a cluster of 2 separate species, C2H6Cl2Si in total at a distorted geometry, with the ωB97M-V functional and the def2-TZVPD basis.

Summary:
LUMO level, eV: -0.16
Energy above the lowest of the compared OMol25 structures with the same formula, charge and spin, kcal/mol: 100.01
Net charge: 0
Kohn-Sham gap, Ha: 0.314

Last column: Löwdin charge in e.
Geometry (Å):
H 1.8522 -1.4713 0.9902  0.0443
Si 0.9154 0.2544 -0.5502  0.6576
C 0.0298 1.4010 0.4404  -0.2887
H -3.7566 1.3649 1.1464  -0.2385
Cl 0.8697 -2.7140 -0.8574  0.4324
H 0.4860 -0.0183 -2.0307  -0.0333
H 0.1243 1.5562 1.5550  -0.0178
Cl -4.3096 0.6869 0.1846  0.2367
H -0.7940 1.9394 -0.0507  -0.0464
C 1.8670 -1.3756 -0.1316  -0.7203
H 2.7157 -1.6236 -0.6959  -0.0260

9.
Computed, not measured: a cluster of 2 separate species, C2H6ClN in total at a distorted geometry, with the ωB97M-V functional and the def2-TZVPD basis.

Summary:
LUMO level, eV: 0.83
Energy above the lowest of the compared OMol25 structures with the same formula, charge and spin, kcal/mol: 65.68
Net charge: 0
Kohn-Sham gap, Ha: 0.346

Last column: Löwdin charge in e.
Geometry (Å):
H 0.0475 -0.2323 0.9419  -0.0062
H 0.7657 1.8688 -0.6826  0.0791
H -0.7093 -1.8215 1.0191  0.0183
Cl -1.8650 0.6584 -2.4596  0.5805
H -1.1902 -0.7795 -0.1400  -0.0209
N 0.3108 1.5781 -1.5147  -0.0224
H 0.8687 1.2746 -2.2514  0.0690
H 0.3485 -1.1199 -0.2917  -0.0165
C -1.0039 1.6734 -1.4411  -0.6561
C -0.3410 -1.0338 0.4398  -0.0249

10.
Computed, not measured: a cluster of 2 separate species, C2H6ClN2 in total at a distorted geometry, with the ωB97M-V functional and the def2-TZVPD basis.

Summary:
LUMO level (spin up / spin down), eV: -5.59 / -5.59
Energy above the lowest of the compared OMol25 structures with the same formula, charge and spin, kcal/mol: 111.27
Net charge: +1
Kohn-Sham gap (spin up / spin down), Ha: 0.335 / 0.335

Last column: Löwdin charge in e.
Geometry (Å):
N -0.0957 0.2154 -0.0706  -0.0331
Cl 2.4369 0.8457 0.2302  0.9228
N 1.3115 -2.2005 -0.0326  0.1030
H -0.9741 1.8777 0.7668  0.1117
H 1.5919 -2.6146 0.9035  0.0609
C 1.1048 -0.0444 0.0690  -0.6055
H 1.8636 -2.4125 -0.8528  0.0146
H -0.1287 2.2229 -0.7605  0.1373
C -0.7662 1.4607 -0.1985  -0.0257
H -1.6080 1.4897 -0.7639  0.0703
H -0.7606 -0.6793 -0.1574  0.2436